DFT (ωB97M-V with the def2-TZVPD basis set) results for a 6-piece molecular cluster, C24H46F2O13S5 overall in a non-equilibrium geometry.

Element x y z (Å)
S: 3.317 -3.126 -3.393
S: -8.177 4.515 0.081
S: 8.865 1.059 0.515
S: -9.644 -0.871 0.463
S: 4.988 -1.324 2.591
F: -1.605 -3.122 0.293
F: 2.087 1.111 0.708
O: 9.979 0.135 0.466
O: -2.279 -2.309 1.073
O: 4.854 -0.153 1.750
O: -10.183 -2.084 -0.116
O: 3.883 -2.227 2.844
O: 3.410 -2.539 -4.713
O: -1.193 -0.148 0.036
O: 4.023 -2.582 -2.251
O: -3.556 -0.588 -0.031
O: -10.407 -0.038 1.370
O: -8.140 3.155 -0.417
O: -7.004 5.181 0.607
O: 7.961 1.123 1.646
C: 7.915 0.885 -0.987
C: 2.173 -1.433 0.724
C: 8.057 2.208 -1.738
C: -2.330 -1.012 0.382
C: -10.286 5.984 -0.588
C: 6.385 -2.272 2.021
C: 5.708 -0.826 4.148
C: 7.080 -1.496 4.218
C: 1.594 -3.301 -2.973
C: -7.477 0.210 -0.628
C: 3.667 -4.874 -3.522
C: 7.567 -1.693 2.783
C: -8.987 0.143 -0.853
C: 9.399 2.819 -1.340
C: -8.076 -1.255 1.217
C: 9.475 2.698 0.174
C: -7.064 -1.070 0.096
C: 2.371 -5.597 -3.158
C: -10.180 5.961 0.936
C: 1.291 -0.090 0.351
C: -9.488 4.650 1.281
C: 1.211 -4.670 -3.517
C: -0.198 -0.059 1.113
C: -8.926 5.572 -1.149
H: 5.795 0.264 4.148
H: -9.074 4.636 2.291
H: -9.028 5.021 -2.087
H: -6.941 0.330 -1.575
H: -9.228 -0.339 -1.805
H: 6.988 -2.473 4.709
H: 5.061 -1.148 4.967
H: -8.092 -2.269 1.619
H: 9.483 3.860 -1.665
H: 8.438 -2.354 2.737
H: 1.099 -4.623 -4.606
H: 3.966 -5.084 -4.553
H: -8.274 6.438 -1.295
H: 3.311 -1.123 0.881
H: 10.216 2.252 -1.804
H: 7.782 -0.898 4.805
H: 8.335 0.053 -1.560
H: 8.804 3.412 0.661
H: 2.051 -2.220 -0.150
H: -0.237 0.962 1.722
H: 1.814 -1.901 1.753
H: -10.162 3.800 1.138
H: -9.444 1.134 -0.811
H: -10.583 6.971 -0.958
H: 0.265 -5.020 -3.094
H: -11.161 6.035 1.413
H: 6.872 0.675 -0.736
H: 4.479 -5.133 -2.838
H: 2.297 -6.558 -3.676
H: 2.354 -5.802 -2.080
H: 1.097 -0.081 -0.817
H: 7.246 2.886 -1.446
H: 7.985 2.057 -2.820
H: -7.236 1.077 -0.002
H: -7.907 -0.534 2.023
H: 1.511 -3.274 -1.882
H: 7.854 -0.725 2.354
H: 6.484 -2.178 0.938
H: -7.112 -1.919 -0.597
H: -0.222 -0.931 1.891
H: 6.214 -3.317 2.294
H: -11.051 5.268 -0.911
H: -6.043 -1.007 0.483
H: 10.488 2.808 0.564
H: 1.017 -2.487 -3.414
H: -9.572 6.807 1.277

Force components x, y, z for each atom (eV/Å):
S 0.140 0.362 0.191
S 0.115 -0.135 0.180
S -0.052 0.239 -0.013
S -0.002 0.142 0.141
S 0.401 -0.266 0.296
F 2.597 -2.719 -2.580
F -1.864 -2.222 -0.605
O -0.387 0.077 0.331
O -1.821 5.375 1.398
O -0.142 -0.318 0.220
O -0.154 0.309 0.289
O 0.285 0.346 0.065
O 0.144 -0.035 0.513
O -2.618 -3.427 2.881
O -0.070 0.040 -0.597
O 8.435 -3.158 3.095
O -0.148 -0.420 -0.261
O 0.317 0.505 0.156
O -0.243 -0.460 -0.268
O 0.538 -0.010 -0.202
C -0.462 -0.209 -0.490
C -0.205 0.550 0.231
C -0.195 0.249 -0.218
C -6.278 4.151 -3.572
C -0.360 0.078 -0.110
C 0.425 -0.314 -0.181
C 0.133 0.287 0.651
C 0.253 -0.209 0.204
C -0.557 -0.016 0.073
C 0.342 0.207 0.116
C 0.279 -0.666 -0.061
C 0.330 0.190 -0.061
C 0.090 0.414 -0.523
C 0.159 0.031 -0.238
C 0.447 -0.191 0.238
C 0.253 0.516 -0.057
C 0.223 -0.159 -0.166
C -0.121 -0.320 0.171
C -0.051 0.258 0.111
C 0.164 -0.814 -0.118
C -0.386 0.012 0.399
C -0.187 -0.126 -0.180
C 3.057 0.644 0.781
C -0.191 0.361 -0.601
H -0.093 -0.162 -0.149
H 0.103 -0.116 -0.193
H 0.217 0.027 0.193
H -0.099 0.025 0.166
H -0.075 -0.042 0.220
H -0.013 0.125 -0.032
H -0.072 0.115 -0.267
H -0.199 0.131 -0.016
H 0.018 -0.156 0.062
H -0.136 0.049 -0.011
H -0.024 0.038 0.146
H -0.021 0.182 0.141
H 0.016 -0.220 0.090
H -3.057 -0.644 -0.961
H -0.062 0.101 0.090
H -0.138 -0.079 -0.090
H 0.012 0.080 0.214
H 0.065 -0.164 -0.001
H 0.329 1.640 1.904
H -0.374 -2.067 -1.597
H 0.713 0.991 -2.325
H 0.157 0.039 0.009
H -0.013 -0.257 0.048
H 0.052 -0.176 0.026
H 0.127 0.073 -0.080
H 0.165 -0.015 -0.047
H 0.211 -0.104 0.126
H -0.045 0.226 -0.185
H 0.039 0.148 0.102
H -0.003 0.038 -0.151
H 0.432 0.393 2.472
H 0.117 -0.112 -0.037
H -0.025 0.003 0.195
H -0.082 -0.211 -0.199
H -0.111 -0.080 -0.106
H 0.063 0.019 -0.169
H -0.144 -0.476 0.230
H -0.219 0.020 0.081
H 0.014 0.031 0.145
H -0.299 1.482 -1.730
H -0.115 0.137 -0.064
H 0.110 0.099 0.057
H -0.162 -0.034 -0.102
H -0.159 -0.149 0.097
H 0.224 0.025 0.061
H -0.078 -0.124 0.006

Computed properties:
* spin multiplicity: 1
* E_tot: -4110.5343 a.u.
* structure (SMILES): C[C@H](F)COC(=O)OF.O=S1(=O)CCCC1.O=S1(=O)CCCC1.O=S1(=O)CCCC1.O=S1(=O)CCCC1.O=S1(=O)CCCC1



DFT (ωB97M-V with the def2-TZVPD basis set) results for one molecule with the formula C6H11FSi in a non-equilibrium geometry.

Element x y z (Å)
Si: 0.709 0.197 -0.343
F: 0.588 0.541 -1.919
C: -2.113 -0.897 -0.475
C: -2.101 1.159 0.113
C: -3.018 0.338 -0.381
C: 1.915 1.519 0.222
C: 1.529 -1.446 -0.322
C: -1.003 0.126 0.366
H: -2.310 2.131 0.518
H: -2.437 -1.770 0.249
H: -4.073 0.414 -0.545
H: -1.026 -0.078 1.454
H: 1.674 1.783 1.229
H: 1.831 -1.569 0.704
H: 2.177 2.413 -0.328
H: 2.476 -1.616 -0.971
H: 2.817 1.091 0.194
H: 0.825 -2.296 -0.438
H: -1.734 -1.101 -1.425

Force components x, y, z for each atom (eV/Å):
Si 0.554 0.973 -1.614
F -0.549 -0.001 -0.407
C -0.025 0.873 4.708
C -0.766 -0.301 0.533
C 1.025 -0.919 -0.229
C -2.887 0.948 0.066
C 0.885 -1.318 -0.427
C -1.455 -0.608 -0.564
H 0.547 0.573 -0.027
H 0.730 1.392 -1.953
H -0.343 0.226 -0.313
H 0.167 -0.315 -0.499
H 0.117 0.381 0.880
H 0.555 -0.166 0.723
H -1.077 0.416 -0.475
H -1.776 0.522 0.972
H 3.641 -2.226 0.461
H 0.317 0.493 -0.395
H 0.339 -0.942 -1.439

Computed properties:
* spin multiplicity: 1
* structure (SMILES): C[Si](C)(F)[C@H]1C=CC1
* energy relative to the best compared isomer or geometry (same formula, charge and spin): 1.8 kJ/mol